DFT (ωB97M-V/def2-TZVPD) results for C36H45F3I2N4NaO6PS3 as an isolated structure in a non-equilibrium geometry.

```
101
Properties=species:S:1:pos:R:3:forces:R:3
Na -0.1262 0.1372 -0.9889 -0.03 -0.19 -0.21
C -3.7028 1.2629 -3.4055 0.32 -0.81 0.45
C -3.7221 1.6255 -1.9231 -0.31 -2.07 1.36
S -2.2072 2.1288 -1.0874 -0.86 0.18 -0.09
C -1.7507 3.6904 -1.8630 0.68 0.12 2.46
C -1.0125 3.5329 -3.1672 -0.08 1.12 -0.29
S 0.2311 2.2338 -3.1168 -0.13 -0.23 -0.22
C -0.1038 1.3289 -4.6450 -0.01 0.07 -0.60
C -1.4726 0.8059 -5.0992 -0.57 0.23 0.77
S -2.4873 -0.0762 -3.8689 -0.57 0.59 0.32
H -3.3586 2.1278 -3.9380 -0.20 0.43 -0.55
H -4.7469 1.0056 -3.6995 0.83 0.01 -0.03
H -3.9587 0.6787 -1.2701 0.07 1.83 -1.45
H -4.5049 2.3688 -1.7821 -0.13 0.10 0.21
H -1.0508 4.0092 -1.0236 -0.47 0.09 -1.16
H -2.5814 4.4262 -1.8481 0.39 -0.43 -0.36
H -0.5356 4.5202 -3.3995 -0.42 -0.80 -0.19
H -1.7730 3.2713 -3.9034 0.39 0.21 -0.36
H 0.5264 0.4507 -4.5275 0.47 0.03 -0.29
H 0.1910 1.9843 -5.4799 0.50 -0.43 0.13
H -1.3154 0.0253 -5.8563 0.17 0.58 -0.10
H -2.0680 1.6472 -5.4932 0.08 -0.53 -0.17
I -0.4673 0.2609 8.0860 -0.43 0.57 0.75
C 0.4593 -0.6551 6.5234 -0.23 -0.40 -1.09
C 1.8349 -0.8545 6.5568 0.91 0.29 -0.56
C 2.4895 -1.4676 5.5032 -0.72 0.32 0.26
I 4.5561 -1.5108 5.4633 0.45 0.02 0.15
C 1.7373 -1.9709 4.4215 0.43 -1.10 -0.73
C 2.3104 -2.6721 3.3118 -0.94 0.58 0.37
C 1.5089 -3.1939 2.3355 -0.44 0.62 0.59
C 0.0997 -3.0853 2.4752 0.17 0.33 1.20
N -0.4756 -2.4493 3.4899 0.97 0.02 -0.71
C 0.3384 -1.8423 4.4039 -1.17 0.51 0.18
C -0.3392 -0.9245 5.3562 0.05 0.47 0.14
O -1.4634 -0.3809 5.1202 0.98 -0.87 0.30
H 2.4785 -0.3656 7.2957 -0.57 -0.40 0.16
H 3.3758 -2.6840 3.2442 0.49 -0.24 -0.20
H 1.9552 -3.5971 1.4588 0.13 -0.48 -0.60
H -0.5789 -3.5462 1.7781 -0.08 -0.14 -0.34
C -3.7071 -1.6017 3.3839 1.05 -0.12 0.07
N -3.3999 -1.4316 1.9891 -0.90 -0.20 -0.19
C -4.1587 -2.0377 0.9251 0.11 0.52 -0.21
C -3.3871 -1.4893 -0.3206 -0.42 1.52 -0.73
O -3.6922 -1.6650 -1.5024 0.12 -0.51 1.35
N -2.4315 -0.5762 0.1158 -0.74 -1.53 -0.25
C -2.5095 -0.5989 1.4550 1.55 1.02 1.07
N -1.7200 0.1692 2.2162 0.24 0.23 -0.28
H -3.2700 -2.5505 3.6864 -0.26 -0.16 0.41
H -4.7578 -1.5418 3.5806 -0.81 -0.15 -0.12
H -3.2210 -0.8455 3.9932 0.10 -0.03 -0.07
H -5.2248 -1.7544 0.9982 0.35 0.29 -0.47
H -4.1733 -3.1081 0.9539 0.35 -0.84 0.04
H -0.9960 0.7078 1.7030 -0.50 -0.25 0.51
H -1.6380 0.0780 3.2527 -0.10 -0.19 -0.85
F -0.9746 7.1050 5.7019 0.36 0.31 -1.27
C -0.8648 7.4263 4.3415 0.24 -0.37 0.82
F -2.0391 7.9886 4.0410 -0.28 0.09 -0.21
F 0.0704 8.3977 4.2493 -0.06 0.15 0.39
C -0.4920 6.2696 3.4796 -0.88 -0.57 0.38
C 0.8090 5.7958 3.5152 0.83 0.73 0.58
C 1.1905 4.6874 2.8019 -0.26 -0.12 -0.77
C 0.2205 4.0088 1.9985 0.79 0.48 1.13
C -1.1101 4.4545 2.0299 -0.05 0.26 0.12
C -1.4722 5.5570 2.7777 0.04 1.00 0.12
C 0.5462 2.8599 1.2632 -0.18 -1.30 -1.03
C 0.5427 1.8179 0.5890 0.25 0.71 0.59
H 1.5550 6.3430 4.1211 -0.45 -0.38 -0.40
H 2.2526 4.4068 2.8024 -0.69 -0.21 -0.07
H -1.8481 3.9181 1.4546 -0.07 -0.15 -0.08
H -2.4898 5.9722 2.7948 0.38 -0.53 -0.11
C 4.4098 -1.9257 -1.0795 -1.64 0.70 -1.27
C 4.4001 -1.1763 -2.4352 0.80 -1.46 0.27
C 4.1562 0.2590 -2.2029 -1.19 1.78 -0.40
C 5.7520 -1.3463 -3.1258 0.54 -1.06 -0.23
O 3.4999 -1.8027 -3.3784 -0.05 0.34 0.45
P 1.8907 -1.9099 -3.2302 0.30 0.28 1.04
O 1.3343 -1.7033 -4.5943 -0.33 -0.38 0.19
O 1.4397 -1.0054 -2.0908 0.07 -1.03 -0.90
O 1.8305 -3.5172 -2.7280 0.10 1.74 -0.54
C 0.5940 -4.2330 -2.7653 -1.07 1.47 0.15
C -0.6557 -3.3308 -2.5482 0.32 -0.57 1.16
C 0.4092 -4.7756 -4.1518 -0.22 -0.81 -1.18
C 0.7534 -5.2368 -1.6434 0.21 -1.38 -0.56
H 5.1738 -1.4690 -0.5069 0.76 0.27 0.95
H 4.6349 -2.9382 -1.3141 0.16 -1.05 0.21
H 3.4106 -1.8327 -0.5913 0.82 -0.08 -0.30
H 4.9377 0.7929 -1.6383 -0.05 -0.48 -0.28
H 3.2135 0.4074 -1.6859 -0.08 0.00 0.23
H 4.0001 0.7426 -3.1753 0.28 0.18 0.07
H 6.5512 -0.8044 -2.6274 -0.01 0.30 0.17
H 5.7248 -1.0407 -4.1874 -0.16 -0.07 0.51
H 6.0579 -2.4154 -3.0756 -0.26 0.51 -0.27
H -0.7789 -2.5512 -3.2847 0.19 0.15 -0.25
H -0.6286 -2.8820 -1.5543 0.02 0.17 0.01
H -1.5437 -3.9620 -2.5713 -0.08 -0.08 -0.09
H 0.2859 -3.9569 -4.8961 0.28 -0.42 0.67
H -0.4760 -5.4270 -4.2468 0.13 0.20 0.27
H 1.2631 -5.3840 -4.4356 0.29 -0.06 -0.16
H 0.9805 -4.7907 -0.6910 0.10 0.58 0.24
H 1.5933 -5.9151 -1.8880 -0.23 0.29 0.09
H -0.1131 -5.8793 -1.4851 -0.26 0.06 -0.22
```
Positions in Å, forces in eV/Å.

charge: -2
max |F|: 2.56 eV/A
orbital gap: 0.2162 Ha
electronic energy: -126879.4993 eV
LUMO: 3.35 eV
HOMO level: -2.5 eV
ΔE to the lowest compared entry with this formula, charge and spin: 0.0 kcal per mole